C26H34ClF5N3O4Y as an isolated structure at a distorted geometry. Source: OMol25; level of theory: ωB97M-V/def2-TZVPD.

Geometry (Å):
O 1.182 -1.220 -1.117
C 1.797 -2.294 -0.666
C 1.232 -3.517 -1.377
C -0.014 -3.468 -1.982
H -0.574 -2.534 -1.968
C -0.537 -4.606 -2.597
H -1.522 -4.559 -3.056
C 0.202 -5.783 -2.624
H -0.202 -6.671 -3.107
C 1.464 -5.819 -2.032
H 2.053 -6.733 -2.057
C 1.976 -4.688 -1.411
H 2.958 -4.708 -0.938
H 2.855 -2.203 -0.934
C 2.692 -1.425 1.533
C 1.791 -2.417 0.859
H 2.973 -1.741 2.536
H 2.199 -0.434 1.626
H 3.563 -1.266 0.918
C 0.924 -3.286 1.493
C 0.724 -3.417 2.977
H 0.299 -3.915 0.870
H 0.963 -4.418 3.303
H -0.325 -3.220 3.245
H 1.341 -2.705 3.531
Y -0.110 0.038 -0.017
Cl 0.038 -1.069 2.155
C -1.929 1.302 1.838
O -1.097 1.636 0.953
N -2.679 2.217 2.397
C -2.323 3.622 2.345
C -3.897 1.844 3.079
H -2.047 0.254 2.177
H -1.440 3.745 1.722
H -2.120 3.991 3.360
H -3.159 4.198 1.932
H -4.112 0.786 2.888
H -4.734 2.450 2.714
H -3.793 1.997 4.159
H -0.374 -0.819 -5.493
H -2.414 0.750 -4.597
C -0.306 -1.052 -4.424
C -2.080 0.462 -3.592
N -0.673 0.111 -3.636
H 0.717 -1.358 -4.179
C 0.223 0.700 -2.852
O -0.074 1.283 -1.779
H -2.237 1.277 -2.888
H 1.255 0.677 -3.212
H -0.996 -1.875 -4.192
H -2.653 -0.413 -3.261
H 3.658 3.775 1.318
H 4.709 3.584 -1.200
C 3.862 2.698 1.290
C 4.635 2.499 -1.066
N 3.650 2.187 -0.057
H 3.206 2.179 1.985
C 2.625 1.403 -0.331
O 1.717 1.216 0.522
H 4.333 2.033 -2.011
H 2.619 0.910 -1.318
H 4.905 2.526 1.579
H 5.616 2.112 -0.765
F -3.058 1.291 -0.796
C -3.297 -0.075 -0.721
C -2.290 -0.963 -0.421
C -2.641 -2.280 -0.281
F -1.714 -3.226 0.132
C -3.941 -2.748 -0.496
F -4.245 -4.052 -0.360
C -4.931 -1.830 -0.844
F -6.192 -2.246 -1.056
C -4.621 -0.475 -0.948
F -5.578 0.424 -1.250

* total charge: 0
* HOMO energy: -6.587 eV
* energy: -2474.246773 Eh
* lowest unoccupied orbital energy: 0.14 eV

Mulliken atomic charge list, values in e, 8 entries: -0.06, 0.82, -1.13, 0.82, 0.86, -1.53, 0.44, -0.69